{"formula": "C14H30Hg2O8S3", "method": "ωB97M-V with the def2-TZVPD basis set", "elements": ["Hg", "Hg", "C", "O", "H", "H", "H", "C", "O", "H", "H", "H", "C", "C", "C", "S", "O", "O", "C", "H", "H", "H", "H", "H", "H", "H", "H", "C", "C", "C", "S", "O", "O", "C", "H", "H", "H", "H", "H", "H", "H", "H", "C", "C", "C", "S", "O", "O", "C", "H", "H", "H", "H", "H", "H", "H", "H"], "positions_angstrom": [[4.19852, 1.09525, 1.73540], [1.32001, -0.24526, 3.89295], [-0.38652, -2.69554, 2.66829], [-0.42965, -1.40015, 3.12407], [0.49206, -3.20644, 3.09201], [-1.29821, -3.23463, 2.97154], [-0.32032, -2.87265, 1.58832], [0.96434, 1.06254, 0.99331], [1.98656, 1.01557, 1.95988], [1.21573, 0.64592, 0.00714], [0.07755, 0.50198, 1.34320], [0.64087, 2.07522, 0.74369], [2.55338, -5.08595, -0.44979], [3.94225, -4.82495, -1.06707], [4.05050, -3.36347, -1.42365], [2.41743, -2.88027, -2.07865], [2.45438, -3.07276, -3.49649], [1.92451, -1.62096, -1.53630], [1.54017, -4.16276, -1.13115], [2.54047, -4.78911, 0.60265], [2.32687, -6.14862, -0.41607], [4.12457, -5.40915, -1.96877], [4.70059, -5.12113, -0.34304], [4.68633, -3.06074, -2.25545], [4.24206, -2.67444, -0.59767], [0.83901, -4.63880, -1.81437], [1.07199, -3.51724, -0.39306], [-0.66002, 4.78237, 1.96060], [-1.37534, 5.11872, 0.65302], [-2.72491, 4.32504, 0.58757], [-2.77625, 3.20720, 1.98693], [-2.14308, 1.92598, 1.72733], [-4.06185, 3.25723, 2.61616], [-1.63374, 4.22529, 2.96484], [0.02788, 5.53074, 2.35803], [0.10784, 4.04628, 1.67134], [-0.86760, 5.00578, -0.29898], [-1.75679, 6.14245, 0.68485], [-2.73515, 3.82064, -0.37556], [-3.62479, 4.92470, 0.69303], [-1.19548, 3.55591, 3.70438], [-2.18670, 4.99889, 3.49559], [-1.59308, 1.26540, -2.78714], [-0.71715, 0.00579, -2.97110], [-1.17172, -1.17263, -2.11121], [-2.44583, -0.47237, -0.96582], [-2.14123, -0.76910, 0.42046], [-3.76924, -0.72988, -1.44578], [-2.11715, 1.23254, -1.34696], [-2.49502, 1.27944, -3.40164], [-1.04928, 2.18584, -2.98629], [0.26517, 0.31771, -2.60533], [-0.57176, -0.16936, -4.03523], [-0.32004, -1.55330, -1.55841], [-1.73772, -1.98133, -2.57156], [-1.33897, 1.60284, -0.67697], [-3.06645, 1.71973, -1.13709]], "mulliken_charge": [1.041, 1.035, -0.337, -0.484, 0.310, 0.291, 0.064, 0.640, -0.779, 0.031, -0.159, 0.116, -0.753, -0.608, -0.727, 0.967, -0.639, -0.535, 0.360, 0.265, 0.380, 0.329, 0.367, 0.458, 0.250, 0.516, -0.613, 0.048, -0.853, -0.351, 0.960, -0.444, -0.717, -0.742, 0.448, -0.324, 0.414, 0.288, 0.127, 0.458, 0.383, 0.358, -1.018, -0.583, 0.026, 1.043, -0.449, -0.675, 0.147, 0.353, 0.375, 0.132, 0.503, -0.441, 0.583, -0.411, 0.573], "max_force_ev_per_a": 2.626, "total_charge": 2, "homo_lumo_gap_ev": 2.37, "homo_ev": -14.59, "lumo_ev": -12.22}